No. 1
Below is a molecular structure, C29H19F5GeN4O2STc, with properties calculated with the ωB97M-V functional and the def2-TZVPD basis.

Last column: natural (NBO) charge in e.
Atoms and positions in Å:
Tc (0.67, 2.03, 0.49)  0.954
Ge (-0.05, -1.46, 0.28)  1.625
S (-1.75, 1.57, 0.31)  0.519
F (-2.35, 1.53, -5.55)  -0.252
F (0.39, 2.11, -1.79)  -0.289
F (-4.20, 1.04, -1.27)  -0.278
F (-4.48, 1.00, -3.95)  -0.260
F (0.07, 2.10, -4.44)  -0.259
O (4.42, 1.31, 1.57)  -0.504
O (2.56, 1.84, 0.46)  -0.632
N (0.22, 8.43, -0.52)  -0.345
N (0.57, 6.33, 0.72)  -0.595
N (0.22, 3.96, 0.47)  -0.704
N (1.05, 2.15, 2.56)  -0.705
C (1.85, -1.60, -0.03)  -0.518
C (-1.54, -2.63, -3.47)  -0.221
C (2.47, 1.82, 2.86)  -0.365
C (3.81, -0.93, -1.27)  -0.213
C (-2.61, -1.69, -1.09)  -0.218
C (0.38, 5.13, 0.54)  0.710
C (4.03, -2.43, 0.60)  -0.189
C (-0.98, 1.85, -3.68)  0.283
C (-3.44, -1.94, -2.17)  -0.208
C (-3.31, 1.29, -3.42)  0.293
C (-1.23, -1.90, -1.19)  -0.501
C (2.44, -0.88, -1.07)  -0.143
C (-0.86, 1.86, -2.30)  0.372
C (-1.92, 1.59, -1.46)  -0.344
C (-2.22, 1.56, -4.24)  0.325
C (3.27, 1.63, 1.57)  0.773
C (4.61, -1.70, -0.43)  -0.169
C (-0.62, -1.97, 2.07)  -0.480
C (0.14, -1.53, 3.15)  -0.224
C (-0.32, 0.55, 0.42)  -0.446
C (2.66, -2.38, 0.80)  -0.202
C (-1.75, -2.73, 2.31)  -0.131
C (-3.15, 1.31, -2.04)  0.371
C (-2.13, -3.03, 3.61)  -0.211
C (-1.38, -2.58, 4.68)  -0.178
C (0.37, 7.43, 0.03)  0.408
C (-2.90, -2.41, -3.36)  -0.188
C (-0.23, -1.83, 4.45)  -0.208
C (-0.70, -2.38, -2.39)  -0.134
H (0.83, 3.11, 2.84)  0.424
H (-3.02, -3.63, 3.78)  0.231
H (-1.12, -3.00, -4.40)  0.231
H (2.22, -2.95, 1.61)  0.221
H (0.36, -2.56, -2.48)  0.218
H (5.68, -1.73, -0.58)  0.231
H (1.06, -0.98, 2.97)  0.198
H (-2.35, -3.10, 1.48)  0.215
H (4.65, -3.03, 1.25)  0.228
H (-3.55, -2.61, -4.20)  0.232
H (1.83, -0.28, -1.74)  0.193
H (2.53, 0.90, 3.43)  0.245
H (0.37, -1.49, 5.29)  0.225
H (-3.04, -1.31, -0.17)  0.218
H (-1.68, -2.82, 5.69)  0.232
H (4.26, -0.36, -2.07)  0.230
H (-4.50, -1.77, -2.08)  0.232
H (0.43, 1.55, 3.09)  0.424
H (2.94, 2.61, 3.45)  0.256

For the LUMO energy, the calculation gives -4.66 eV. The HOMO-LUMO gap is 7.1 eV. The calculated total energy comes out at -123565.0015 eV. The max |F| comes out at 0.013 Eh/bohr. The value obtained for the energy above the lowest of the compared OMol25 structures with the same formula, charge and spin is 5.7 kcal/mol. The net charge is +1.

No. 2
Below is a molecular structure, C29H19N5ORhS4, with properties calculated with the ωB97M-V functional and the def2-TZVPD basis.

Last column: natural (NBO) charge in e.
Atoms and positions in Å:
Rh (0.35, -0.71, 0.60)  0.598
S (-0.52, 0.23, 3.48)  -0.144
S (1.57, -1.88, 3.04)  0.200
S (1.81, -2.42, 1.01)  -0.181
S (-0.42, -5.66, 6.67)  0.219
O (1.34, -5.00, 8.43)  -0.569
N (2.05, 0.72, 0.56)  -0.517
N (2.35, 0.69, -1.83)  -0.581
N (0.17, -0.36, -1.53)  -0.674
N (-1.96, -1.25, -2.39)  -0.492
N (-2.46, -1.60, -0.02)  -0.474
C (-1.07, -0.14, -5.01)  -0.207
C (0.39, -0.77, 2.55)  -0.454
C (-1.82, -2.72, 1.59)  -0.186
C (-0.25, -5.16, 3.97)  -0.214
C (1.33, -3.43, 6.62)  -0.733
C (0.88, -4.65, 7.37)  0.436
C (-4.22, -3.69, -0.82)  -0.211
C (-0.56, -4.48, 2.81)  -0.182
C (-0.38, 0.40, -6.09)  -0.214
C (0.91, 0.92, -5.94)  -0.224
C (-1.80, -3.80, 5.19)  -0.222
C (-2.63, -1.91, -1.38)  0.370
C (2.55, 1.16, 1.73)  0.067
C (-0.85, -0.64, -2.45)  0.425
C (1.19, 0.24, -2.20)  0.484
C (4.09, 1.44, -0.46)  -0.250
C (-3.54, -2.82, -1.77)  -0.327
C (1.54, 0.92, -4.70)  -0.172
C (3.79, 1.72, 1.88)  -0.300
C (-0.85, -4.81, 5.17)  -0.232
C (-2.11, -3.11, 4.03)  -0.151
C (-3.19, -2.42, 1.00)  -0.064
C (-4.05, -3.53, 0.49)  -0.212
C (-1.48, -3.43, 2.82)  -0.042
C (0.84, 0.38, -3.63)  -0.103
C (-0.43, -0.13, -3.78)  0.007
C (-1.23, -1.89, 0.70)  0.130
C (2.79, 0.90, -0.55)  0.404
C (4.60, 1.83, 0.75)  -0.162
H (-4.50, -4.19, 1.22)  0.203
H (1.41, 1.34, -6.80)  0.203
H (-2.06, -0.56, -5.10)  0.228
H (-0.08, -4.74, 1.87)  0.235
H (-0.84, 0.41, -7.07)  0.204
H (5.60, 2.24, 0.82)  0.207
H (4.65, 1.53, -1.38)  0.223
H (2.53, 1.33, -4.56)  0.225
H (-3.73, -2.91, -2.83)  0.214
H (4.12, 2.05, 2.85)  0.216
H (0.50, -2.73, 6.49)  0.251
H (0.48, -5.97, 3.95)  0.217
H (1.67, -3.69, 5.62)  0.251
H (-4.84, -4.49, -1.20)  0.200
H (1.90, 1.06, 2.59)  0.221
H (-3.77, -1.75, 1.65)  0.195
H (-2.28, -3.53, 6.13)  0.215
H (2.13, -2.96, 7.18)  0.233
H (-2.82, -2.29, 4.06)  0.213

For the LUMO energy, the calculation gives 2.05 eV. The HOMO-LUMO gap is 6.5 eV. The calculated total energy comes out at -86230.0598 eV. The max |F| comes out at 0.002 Eh/bohr. The value obtained for the energy above the lowest of the compared OMol25 structures with the same formula, charge and spin is 58.6 kcal/mol. The net charge is -1.

No. 3
Below is a molecular structure, C29H20As2AuF15GeN2S2 in a non-equilibrium geometry, with properties calculated with the ωB97M-V functional and the def2-TZVPD basis.

Last column: Mulliken charge in e.
Atoms and positions in Å:
Au (-1.17, 0.70, 0.61)  0.879
As (0.25, 3.27, 0.10)  0.510
As (-3.00, 2.04, -0.04)  0.330
Ge (0.81, -2.57, 0.21)  0.066
S (-0.31, 2.93, 3.08)  -0.223
S (0.70, -0.65, 1.30)  -0.407
F (3.62, -1.73, 0.09)  -0.326
F (-0.56, -0.78, -1.88)  -0.242
F (-3.97, -6.36, 0.20)  -0.265
F (3.48, -3.49, -4.29)  -0.261
F (-0.02, -0.32, -4.51)  -0.313
F (2.95, -3.85, -1.64)  -0.309
F (3.33, -5.93, 3.52)  -0.269
F (-2.31, -2.00, 0.91)  -0.182
F (2.00, -1.71, -5.73)  -0.274
F (-1.47, -7.20, -0.49)  -0.261
F (5.75, -4.81, 2.99)  -0.269
F (1.08, -4.95, 2.27)  -0.290
F (-4.40, -3.75, 0.87)  -0.291
F (5.94, -2.71, 1.26)  -0.278
F (0.61, -5.36, -0.48)  -0.375
N (1.72, 1.43, 3.82)  -0.185
N (1.75, 3.61, 4.56)  -0.365
C (1.21, -2.31, -1.73)  -0.037
C (3.61, -2.80, 0.90)  0.387
C (-2.10, -3.30, 0.58)  -0.152
C (3.43, -4.94, 2.65)  0.146
C (-4.51, 1.17, -0.89)  -1.265
C (-1.68, -5.94, -0.14)  0.072
C (2.37, -3.38, 1.13)  -0.258
C (0.71, -1.21, -3.83)  -0.130
C (-0.64, -5.02, -0.12)  0.587
C (-2.42, 3.53, -1.13)  0.129
C (1.74, -1.91, -4.45)  0.663
C (2.29, -4.44, 2.02)  0.406
C (-0.86, 5.29, -1.62)  -0.506
C (2.23, -3.00, -2.36)  0.586
C (-1.17, 4.11, -0.96)  0.409
C (1.17, 2.63, 3.88)  0.757
C (-0.83, -3.70, 0.25)  0.292
C (1.33, 2.38, -1.27)  -1.022
C (2.50, -2.82, -3.71)  0.080
C (-2.96, -5.52, 0.22)  0.586
C (-3.00, 5.26, -2.71)  -0.754
C (-3.85, 2.95, 1.45)  -1.062
C (4.77, -3.28, 1.50)  0.057
C (0.46, -1.44, -2.49)  0.346
C (-3.33, 4.11, -2.02)  -0.456
C (-3.17, -4.18, 0.56)  -0.044
C (1.46, 4.72, 0.64)  -1.248
C (4.67, -4.36, 2.38)  0.511
C (-1.77, 5.86, -2.50)  -0.796
H (0.91, 5.50, 1.17)  0.441
H (-4.76, 0.28, -0.30)  0.424
H (1.28, 0.70, 3.28)  -0.015
H (-5.38, 1.83, -0.89)  0.481
H (2.60, 3.48, 5.09)  0.221
H (-4.30, 2.21, 2.11)  0.400
H (1.82, 3.14, -1.88)  0.514
H (2.08, 1.75, -0.79)  0.433
H (1.29, 4.51, 4.64)  0.253
H (-1.51, 6.77, -3.02)  0.431
H (-4.63, 3.61, 1.05)  0.451
H (2.58, 1.22, 4.31)  0.221
H (-4.27, 0.85, -1.91)  0.410
H (0.69, 1.75, -1.90)  0.216
H (2.20, 4.30, 1.32)  0.416
H (-3.71, 5.71, -3.38)  0.430
H (-3.13, 3.54, 2.02)  0.321
H (0.11, 5.76, -1.48)  0.364
H (1.99, 5.14, -0.22)  0.491
H (-4.31, 3.65, -2.17)  0.410

For the LUMO energy (spin up / spin down), the calculation gives -9.54 / -9.44 eV. The HOMO-LUMO gap (spin up / spin down) is 3.9 / 4.0 eV. The calculated total energy comes out at -277678.3505 eV. The max |F| comes out at 0.033 Eh/bohr. The net charge is +2.

No. 4
Below is a molecular structure, C29H20Br2N4O8Sn, with properties calculated with the ωB97M-V functional and the def2-TZVPD basis.

Last column: natural (NBO) charge in e.
Atoms and positions in Å:
Sn (0.44, 0.72, -0.93)  1.563
Br (-2.85, -1.16, 2.16)  0.064
Br (-0.33, 0.88, 3.97)  0.029
O (-0.26, 3.26, -0.81)  -0.756
O (4.41, -0.59, -2.58)  -0.713
O (-1.44, -0.87, -1.13)  -0.772
O (1.61, 0.17, 0.83)  -0.916
O (-1.11, 5.32, -0.48)  -0.749
O (3.99, -3.20, 1.04)  -0.701
O (-2.18, -2.79, -2.07)  -0.720
O (2.63, 0.67, -1.99)  -0.777
N (-0.66, 2.71, 1.91)  -0.412
N (1.05, -1.41, -1.94)  -0.520
N (1.30, -2.08, 1.47)  -0.408
N (0.00, -1.96, 1.39)  -0.111
C (-0.87, 2.54, 3.19)  0.160
C (3.23, -0.41, -2.29)  0.739
C (2.75, -2.90, -2.65)  -0.239
C (0.50, -3.67, -2.37)  -0.243
C (-1.01, 3.89, 1.38)  0.123
C (3.80, 0.11, 2.51)  -0.154
C (-0.76, 4.18, -0.12)  0.736
C (-3.49, -7.61, 2.17)  -0.225
C (2.21, -1.02, 0.90)  0.263
C (5.60, -1.99, 2.38)  -0.329
C (-1.58, 4.90, 2.15)  -0.241
C (-2.17, -2.89, 1.78)  0.108
C (-2.81, -5.34, 1.63)  -0.057
C (5.92, -0.86, 3.11)  -0.212
C (-0.74, -2.99, 1.59)  -0.200
C (-2.45, -8.12, 1.41)  -0.246
C (-1.31, -1.98, -1.70)  0.747
C (-1.62, -7.24, 0.73)  -0.230
C (1.82, -3.93, -2.67)  -0.180
C (0.14, -2.38, -2.00)  0.119
C (-3.05, -3.90, 1.84)  -0.346
C (5.01, 0.19, 3.19)  -0.249
C (3.46, -1.02, 1.78)  -0.106
C (4.37, -2.07, 1.74)  0.368
C (2.31, -1.63, -2.29)  0.113
C (-3.67, -6.24, 2.28)  -0.198
C (-1.81, 4.68, 3.49)  -0.187
C (-1.44, 3.47, 4.04)  -0.306
C (-1.80, -5.87, 0.83)  -0.148
H (-1.17, -5.21, 0.25)  0.220
H (1.70, -3.01, 1.58)  0.347
H (6.88, -0.79, 3.60)  0.195
H (-1.83, 5.83, 1.66)  0.246
H (-4.07, -3.65, 2.12)  0.210
H (2.13, -4.93, -2.94)  0.196
H (3.10, 0.93, 2.50)  0.252
H (-2.25, 5.45, 4.12)  0.196
H (3.79, -3.03, -2.90)  0.234
H (-0.28, -3.98, 1.70)  0.157
H (-4.48, -5.85, 2.88)  0.201
H (-1.59, 3.23, 5.09)  0.215
H (-0.82, -7.63, 0.10)  0.203
H (6.31, -2.81, 2.29)  0.189
H (5.26, 1.08, 3.76)  0.201
H (-4.16, -8.28, 2.70)  0.197
H (-0.27, -4.42, -2.42)  0.236
H (4.78, -3.72, 0.84)  0.475
H (2.55, -1.41, -0.07)  0.148
H (-2.31, -9.19, 1.32)  0.197

For the LUMO energy, the calculation gives 4.00 eV. The HOMO-LUMO gap is 6.2 eV. The calculated total energy comes out at -198657.5556 eV. The max |F| comes out at 0.014 Eh/bohr. The value obtained for the energy above the lowest of the compared OMol25 structures with the same formula, charge and spin is 19.3 kcal/mol. The net charge is -2.

Among the records above, which one has the lowest max |F|?
C29H19N5ORhS4

What is the max |F| in the second record?
0.002 Eh/bohr

Number 2 is which compound?
C29H19N5ORhS4